DFT (the ωB97M-V functional and the def2-TZVPD basis) results for 18 unconnected molecules or ions with the total composition C72H176N4O24 at a distorted geometry.

Its highest occupied orbital energy is -8.7 eV. For the calculated total energy, the calculation gives -132612.1107 eV. The strongest force on any atom is 3.6 eV/Å. The gap between HOMO and LUMO is 0.3351 Eh.

```
276
Properties=species:S:1:pos:R:3:lowdin_charge:R:1
C 0.152 2.569 -3.417 -0.0388
C 1.399 2.984 -2.702 -0.4823
C 1.214 4.394 -2.173 -0.1414
C 2.255 4.908 -1.176 -0.1530
C 2.369 3.930 0.005 -0.1080
C 2.612 2.455 -0.453 -0.4673
N 1.582 2.148 -1.478 -0.1065
O 1.790 0.814 -1.824 -0.0334
C 4.011 2.228 -0.999 -0.0254
C 2.385 1.476 0.718 -0.0021
C 2.592 3.023 -3.706 -0.0106
H -0.004 3.193 -4.266 0.0894
H -0.692 2.569 -2.750 0.0648
H 0.261 1.564 -3.843 0.0893
H 1.249 5.090 -3.038 0.1356
H 0.261 4.518 -1.736 0.0970
H 1.964 5.895 -0.819 0.1114
H 3.270 4.972 -1.603 0.1051
H 1.542 3.941 0.705 0.1078
H 3.294 4.100 0.589 0.1133
H 4.083 1.293 -1.525 0.0752
H 4.494 3.106 -1.475 0.0971
H 4.671 2.079 -0.162 0.0562
H 2.784 0.495 0.619 0.0745
H 2.781 1.903 1.654 0.0745
H 1.302 1.401 0.957 0.0604
H 2.187 2.964 -4.720 0.0756
H 3.152 2.090 -3.581 0.0724
H 3.272 3.881 -3.731 0.0834
H 0.909 0.454 -1.938 0.0368
C -0.700 -2.882 -6.487 -0.0095
C 0.610 -2.999 -7.448 -0.4739
C 0.433 -1.707 -8.257 -0.1585
C 0.785 -0.434 -7.480 -0.1508
C 2.268 -0.625 -7.022 -0.1351
C 2.403 -1.837 -6.130 -0.5079
N 1.976 -3.011 -6.923 -0.0550
O 2.067 -4.211 -6.157 -0.0276
C 3.943 -2.104 -5.888 -0.0193
C 1.689 -1.512 -4.850 -0.0322
C 0.429 -4.261 -8.267 -0.0425
H -1.549 -3.340 -6.957 0.0744
H -0.949 -1.859 -6.284 0.0443
H -0.661 -3.391 -5.509 0.0516
H 1.109 -1.784 -9.137 0.1301
H -0.608 -1.683 -8.615 0.1229
H 0.180 -0.402 -6.564 0.0669
H 0.600 0.392 -8.193 0.1207
H 2.531 0.224 -6.376 0.1133
H 3.015 -0.699 -7.842 0.1278
H 4.415 -2.031 -6.866 0.0724
H 4.414 -1.311 -5.300 0.0773
H 4.246 -3.046 -5.388 0.0811
H 1.980 -0.571 -4.381 0.0922
H 0.605 -1.475 -4.940 0.0636
H 1.845 -2.328 -4.150 0.0661
H -0.449 -4.387 -8.900 0.0839
H 0.423 -5.163 -7.618 0.0783
H 1.271 -4.346 -8.965 0.0920
H 1.251 -4.344 -5.680 0.0411
C -5.537 3.082 2.638 -0.0307
C -5.321 4.523 3.096 -0.4764
C -4.108 4.687 4.053 -0.1175
C -3.788 6.170 4.168 -0.1632
C -3.537 6.846 2.823 -0.1342
C -4.687 6.670 1.839 -0.5402
N -4.982 5.271 1.862 -0.0912
O -5.965 5.034 0.858 -0.0421
C -5.822 7.602 2.220 -0.0187
C -4.119 7.028 0.426 -0.0156
C -6.606 5.010 3.838 -0.0169
H -5.581 2.407 3.451 0.0698
H -4.743 2.752 1.893 0.0932
H -6.450 2.910 2.140 0.0646
H -4.390 4.153 4.942 0.1111
H -3.191 4.134 3.706 0.1257
H -2.837 6.241 4.659 0.1062
H -4.629 6.684 4.638 0.0982
H -2.655 6.458 2.361 0.1116
H -3.384 7.866 2.997 0.1055
H -6.796 7.406 1.756 0.0857
H -5.985 7.607 3.331 0.0883
H -5.471 8.545 1.891 0.0721
H -4.856 7.031 -0.384 0.0800
H -3.681 8.018 0.425 0.0800
H -3.315 6.335 0.271 0.0633
H -6.498 5.865 4.441 0.0412
H -6.997 4.216 4.503 0.0994
H -7.406 5.246 3.115 0.0842
H -6.794 5.433 1.199 0.0872
C 4.878 0.964 3.514 -0.0130
C 5.711 2.188 3.915 -0.5241
C 5.058 3.027 5.029 -0.1243
C 5.206 2.377 6.415 -0.1603
C 6.732 2.324 6.726 -0.0996
C 7.317 1.370 5.622 -0.5072
N 7.103 2.016 4.353 -0.0639
O 7.732 1.179 3.370 -0.0421
C 8.806 1.331 5.935 -0.0595
C 6.800 -0.083 5.797 -0.0162
C 5.767 3.046 2.706 -0.0467
H 3.886 1.332 3.306 0.0552
H 4.702 0.254 4.337 0.0521
H 5.157 0.403 2.570 0.1037
H 5.549 3.979 5.035 0.1133
H 4.033 3.152 4.807 0.1017
H 4.782 1.394 6.309 0.0615
H 4.607 2.934 7.161 0.1199
H 6.873 1.929 7.725 0.1137
H 7.159 3.304 6.731 0.1093
H 8.972 1.173 7.003 0.0845
H 9.454 0.593 5.450 0.0850
H 9.214 2.306 5.701 0.0829
H 7.054 -0.703 4.974 0.0601
H 7.448 -0.497 6.587 0.0891
H 5.766 -0.368 6.043 0.0670
H 4.725 3.284 2.428 0.0859
H 6.042 2.394 1.940 0.0363
H 6.446 3.922 2.797 0.1145
H 8.479 1.695 3.026 0.1177
C -1.761 -4.947 0.922 -0.0526
C -2.294 -6.366 0.748 -0.5205
C -3.666 -6.597 1.410 -0.0527
O -2.378 -6.698 -0.602 -0.0618
H -0.862 -4.774 0.308 0.0716
H -1.530 -4.760 1.987 0.0760
H -2.555 -4.221 0.663 0.0848
H -1.520 -7.063 1.170 0.1457
H -3.737 -6.298 2.448 0.0640
H -3.928 -7.656 1.268 0.0793
H -4.381 -5.948 0.847 0.0870
H -2.661 -5.894 -1.091 0.0787
C -7.419 -1.851 3.831 -0.0425
C -5.913 -2.052 3.652 -0.4835
C -5.644 -3.124 2.632 -0.0644
O -5.468 -0.742 3.220 -0.0810
H -7.546 -1.227 4.666 0.0608
H -7.839 -2.860 3.909 0.0846
H -7.776 -1.390 2.929 0.0770
H -5.399 -2.263 4.567 0.1197
H -6.245 -2.980 1.711 0.0888
H -5.931 -4.113 3.043 0.0890
H -4.562 -3.051 2.340 0.0683
H -4.533 -0.891 3.033 0.0450
C 2.465 -0.774 7.812 -0.0336
C 2.185 -0.754 6.282 -0.4921
C 1.810 0.601 5.719 -0.0350
O 3.318 -1.243 5.581 -0.0706
H 2.802 -1.727 8.131 0.0612
H 1.596 -0.359 8.337 0.0780
H 3.271 -0.037 8.014 0.0790
H 1.299 -1.364 6.150 0.1098
H 2.709 1.188 5.722 0.0472
H 0.970 0.933 6.353 0.0934
H 1.462 0.449 4.690 0.0783
H 3.188 -2.198 5.462 0.0500
C -3.068 4.294 -2.304 -0.0329
C -4.429 3.621 -2.016 -0.4107
C -5.682 4.340 -2.552 -0.0382
O -4.344 2.268 -2.528 -0.0849
H -2.857 4.399 -3.349 0.0710
H -2.311 3.705 -1.829 0.0397
H -3.106 5.327 -1.909 0.0750
H -4.534 3.500 -0.916 0.1251
H -5.790 5.362 -2.183 0.0630
H -6.551 3.818 -2.183 0.0722
H -5.739 4.425 -3.660 0.0920
H -4.416 2.269 -3.489 0.0623
C -0.629 -2.667 4.076 -0.0351
C -2.066 -2.153 4.260 -0.4843
C -2.113 -1.007 5.262 -0.0301
O -2.482 -1.698 3.017 -0.0955
H 0.012 -1.806 4.078 0.0655
H -0.614 -3.131 3.107 0.0596
H -0.347 -3.288 4.878 0.0640
H -2.731 -2.978 4.510 0.1378
H -1.639 -1.286 6.209 0.0833
H -3.163 -0.796 5.471 0.0754
H -1.609 -0.174 4.804 0.0687
H -1.985 -0.931 2.635 0.0811
C -3.846 -1.114 -0.404 -0.0211
C -5.225 -0.663 -0.822 -0.4550
C -5.811 0.467 0.025 -0.0276
O -5.254 -0.263 -2.161 -0.0759
H -3.200 -0.285 -0.372 0.0628
H -3.594 -1.940 -1.022 0.0747
H -3.784 -1.554 0.587 0.0624
H -5.960 -1.544 -0.779 0.1604
H -6.749 0.785 -0.406 0.0894
H -5.155 1.337 0.027 0.0620
H -5.969 0.164 1.015 0.0387
H -4.940 0.670 -2.227 0.0645
C 3.484 -2.449 -1.849 -0.0558
C 2.658 -3.500 -1.187 -0.4713
C 3.323 -4.873 -1.446 -0.0323
O 2.516 -3.139 0.183 -0.0892
H 4.452 -2.413 -1.376 0.0589
H 3.152 -1.409 -1.831 0.0748
H 3.625 -2.680 -2.910 0.0701
H 1.623 -3.576 -1.630 0.1256
H 3.251 -5.036 -2.541 0.0855
H 2.878 -5.695 -0.934 0.0656
H 4.429 -4.788 -1.299 0.0889
H 3.434 -3.062 0.582 0.0666
C 7.723 -2.647 -0.348 -0.0511
C 7.778 -1.332 0.426 -0.4431
C 7.009 -0.211 -0.275 -0.0474
O 7.191 -1.562 1.740 -0.0732
H 8.108 -3.596 0.123 0.1083
H 8.242 -2.544 -1.282 0.0714
H 6.685 -2.813 -0.641 0.0567
H 8.830 -1.029 0.549 0.1389
H 5.916 -0.509 -0.185 0.0902
H 7.182 -0.195 -1.345 0.0777
H 7.120 0.784 0.187 0.0746
H 7.647 -1.005 2.349 0.0557
C 4.229 -2.766 2.883 -0.2044
C 3.809 -4.102 3.483 -0.2003
O 3.038 -3.869 4.675 -0.0827
O 4.861 -3.138 1.619 -0.1161
H 5.005 -2.308 3.544 0.1250
H 3.439 -2.039 2.844 0.1106
H 4.734 -4.749 3.633 0.1483
H 3.186 -4.601 2.724 0.1225
H 2.094 -3.924 4.452 0.0905
H 5.719 -2.671 1.452 0.0644
C -3.614 0.935 -5.938 -0.2399
C -2.399 1.074 -5.064 -0.1807
O -2.544 0.124 -3.969 -0.0735
O -4.804 1.160 -5.235 -0.0826
H -3.704 -0.074 -6.392 0.1120
H -3.585 1.646 -6.769 0.1228
H -2.160 2.037 -4.650 0.0942
H -1.581 0.759 -5.718 0.1021
H -1.865 0.170 -3.304 0.0270
H -5.240 0.284 -5.055 0.0521
C -0.511 -1.994 -0.273 -0.1660
C -0.569 -1.593 -1.779 -0.1560
O -0.710 -0.188 -2.013 -0.1337
O 0.480 -1.200 0.403 -0.1012
H -0.299 -3.062 -0.227 0.0815
H -1.462 -1.910 0.320 0.1104
H -1.355 -2.211 -2.249 0.1017
H 0.369 -1.841 -2.296 0.1042
H -1.192 0.283 -1.270 0.0911
H 1.377 -1.601 0.477 0.0822
C -0.831 -4.948 -3.374 -0.2667
C -1.107 -6.170 -4.246 -0.1954
O -0.023 -6.303 -5.209 -0.0842
O -1.991 -4.481 -2.752 -0.0833
H -0.405 -4.193 -3.991 0.0691
H -0.074 -5.296 -2.620 0.1360
H -2.029 -5.876 -4.805 0.1225
H -1.322 -7.048 -3.640 0.1196
H -0.085 -7.140 -5.708 0.1010
H -2.434 -3.863 -3.351 0.0270
C -4.094 -2.756 -5.359 -0.1630
C -5.495 -2.513 -4.963 -0.2526
O -5.767 -1.192 -4.635 -0.0623
O -3.188 -2.590 -4.174 -0.1054
H -3.753 -2.022 -6.101 0.1040
H -3.926 -3.767 -5.720 0.1191
H -5.749 -3.229 -4.187 0.1323
H -6.091 -2.769 -5.871 0.1389
H -5.555 -1.115 -3.676 0.0750
H -2.896 -1.676 -4.146 0.0374
C -0.891 1.903 2.079 -0.2588
C -1.524 2.287 0.827 -0.2745
O -0.995 1.689 -0.277 -0.0991
O -0.795 0.503 2.168 -0.0905
H -1.504 2.177 2.891 0.1050
H 0.093 2.352 2.226 0.1098
H -1.461 3.428 0.708 0.1478
H -2.617 1.990 0.934 0.1362
H -0.077 2.011 -0.557 0.0984
H -0.292 0.079 1.422 0.0629
```